(1)
A molecular structure, C26H69CuO25S8. Source: OMol25; level of theory: wB97M-V/def2-TZVPD.

Calculated values
LUMO (spin up / spin down) (eV): -7.25 / -11.90
Spin multiplicity: 3
Net charge: +2
Energy (eV): -210557.15047
HOMO-LUMO gap (spin up / spin down) (eV): 6.9 / 2.3
<S²>: 2.010

The geometry in XYZ format:
```
129
C26H69CuO25S8 (wB97M-V/def2-TZVPD)
Cu 17.000 0.341 -19.956
C 19.208 -2.164 -16.875
C 19.083 -0.722 -17.253
O 18.305 -0.306 -18.344
H 18.188 -2.442 -16.614
H 19.988 -2.365 -16.140
H 19.583 -2.786 -17.688
H 20.118 -0.504 -17.515
H 18.762 -0.155 -16.379
O 21.922 2.991 -20.940
S 20.948 2.083 -21.578
O 19.651 2.596 -21.893
O 21.605 1.455 -23.002
C 22.955 1.059 -22.907
C 23.165 -0.263 -23.713
C 20.869 0.541 -20.491
H 23.362 1.063 -21.896
H 23.512 1.837 -23.430
H 22.981 -0.108 -24.776
H 22.454 -1.064 -23.512
H 24.194 -0.623 -23.697
H 21.899 0.190 -20.430
H 20.283 -0.296 -20.872
H 20.389 0.741 -19.533
O 22.755 -4.242 -15.688
S 22.163 -5.546 -15.367
O 22.523 -6.744 -16.180
O 22.379 -5.965 -13.757
C 22.673 -4.893 -12.946
C 24.179 -4.499 -13.054
C 20.270 -5.411 -15.249
H 22.333 -5.152 -11.943
H 21.990 -4.127 -13.313
H 24.474 -3.839 -13.870
H 24.819 -5.376 -13.151
H 24.540 -4.010 -12.148
H 19.823 -5.199 -16.221
H 19.914 -4.592 -14.624
H 19.769 -6.347 -15.002
O 23.588 -4.049 -22.644
S 22.250 -4.625 -22.632
O 21.953 -5.873 -23.396
O 21.857 -5.027 -21.014
C 22.395 -4.221 -19.877
C 21.561 -4.560 -18.728
C 20.811 -3.302 -22.769
H 22.487 -3.139 -19.972
H 23.380 -4.677 -19.780
H 21.740 -3.846 -17.924
H 21.899 -5.518 -18.332
H 20.529 -4.549 -19.077
H 19.923 -3.888 -22.534
H 20.637 -3.149 -23.835
H 20.881 -2.309 -22.325
O 15.660 -6.502 -18.145
S 16.789 -5.820 -18.719
O 18.145 -6.214 -18.315
O 16.717 -5.793 -20.394
C 15.467 -5.509 -20.987
C 15.514 -5.411 -22.482
C 16.452 -4.051 -18.287
H 14.893 -4.647 -20.647
H 14.935 -6.448 -20.828
H 16.280 -4.680 -22.742
H 14.582 -4.989 -22.861
H 15.816 -6.288 -23.055
H 15.611 -3.549 -18.766
H 17.380 -3.536 -18.535
H 16.366 -4.037 -17.201
O 18.742 1.500 -12.371
S 18.480 0.136 -11.971
O 18.578 -0.339 -10.593
O 16.872 -0.057 -12.483
C 15.823 0.101 -11.539
C 14.960 1.325 -12.111
C 19.307 -1.037 -13.114
H 16.149 0.342 -10.527
H 15.162 -0.765 -11.576
H 14.093 1.470 -11.466
H 14.520 1.164 -13.095
H 15.512 2.265 -12.125
H 18.512 -1.769 -13.260
H 20.264 -1.345 -12.693
H 19.332 -0.614 -14.118
O 15.254 0.907 -18.461
S 14.446 1.139 -17.267
O 14.385 2.482 -16.630
O 12.905 0.475 -17.478
C 12.579 -0.033 -18.759
C 12.532 0.929 -19.941
C 14.946 -0.137 -15.968
H 11.578 -0.450 -18.639
H 13.316 -0.808 -18.969
H 11.881 1.803 -19.934
H 12.123 0.310 -20.740
H 13.536 1.285 -20.170
H 15.158 -1.099 -16.435
H 14.245 -0.176 -15.135
H 15.956 0.219 -15.764
O 16.278 -5.975 -13.419
S 16.024 -4.587 -13.809
O 17.127 -3.642 -14.172
O 14.854 -4.527 -15.041
C 13.497 -5.104 -14.797
C 13.487 -6.722 -14.933
C 15.029 -3.648 -12.551
H 12.954 -4.797 -15.691
H 12.923 -4.674 -13.976
H 13.761 -7.090 -15.922
H 12.450 -6.978 -14.715
H 14.092 -7.151 -14.135
H 14.051 -4.126 -12.495
H 14.867 -2.644 -12.942
H 15.477 -3.718 -11.559
O 24.888 0.372 -10.006
S 25.092 -0.389 -11.249
O 25.336 -1.796 -11.382
O 23.830 0.049 -12.238
C 23.446 -0.703 -13.343
C 22.562 0.050 -14.367
C 26.498 0.319 -12.211
H 22.777 -1.438 -12.895
H 24.267 -1.167 -13.889
H 21.974 -0.607 -15.009
H 23.180 0.583 -15.090
H 21.888 0.776 -13.913
H 26.720 -0.437 -12.964
H 27.424 0.290 -11.638
H 26.353 1.245 -12.768
```

---

(2)
C4H7ClN2 in the gas phase. Source: OMol25; level of theory: wB97M-V/def2-TZVPD.

Calculated values
LUMO (eV): 0.98
Spin multiplicity: 1
ΔE to the lowest compared entry with this formula, charge and spin (kcal/mol): 75.14
Energy (eV): -19761.47455
SMILES: C=NN1CC(Cl)C1
HOMO-LUMO gap (eV): 9.7

The geometry in XYZ format:
```
14
C4H7ClN2 (wB97M-V/def2-TZVPD)
C -1.641 0.259 0.510
C -0.397 -0.757 0.375
C -0.677 1.259 -0.211
C 2.316 -0.627 -0.376
H -1.842 0.444 1.527
H -0.429 -1.380 -0.606
H -0.118 -1.364 1.230
H -0.653 2.289 0.273
H -0.905 1.431 -1.245
H 2.038 -1.617 0.009
H 3.247 -0.554 -1.024
N 0.449 0.421 0.237
N 1.648 0.482 -0.288
Cl -3.035 -0.285 -0.411
```

---

(3)
2 unconnected molecules or ions with the total composition C34H38BNO2S. Source: OMol25; level of theory: wB97M-V/def2-TZVPD.

Calculated values
LUMO (eV): -3.44
Spin multiplicity: 1
ΔE to the lowest compared entry with this formula, charge and spin (kcal/mol): 63.17
Energy (eV): -52969.98127
HOMO-LUMO gap (eV): 2.3

The geometry in XYZ format:
```
77
C34H38BNO2S (wB97M-V/def2-TZVPD)
C 3.925 1.420 -3.037
C 2.874 0.394 -2.709
C 2.390 0.300 -1.399
C 1.356 -0.581 -1.068
C 0.870 -1.468 -2.022
B -0.331 -2.525 -1.584
C 0.534 -3.707 -0.825
C 0.760 -4.076 0.479
C 1.326 -5.406 0.588
C 1.516 -6.021 -0.630
C 2.024 -7.350 -1.017
S 0.933 -4.991 -1.905
O -1.330 -2.031 -0.683
C -2.522 -2.057 -1.451
C -3.698 -2.287 -0.513
C -2.673 -0.714 -2.167
C -2.281 -3.221 -2.572
C -2.716 -4.605 -2.105
C -2.917 -3.017 -3.946
O -0.885 -3.170 -2.755
C 1.345 -1.409 -3.332
C 2.350 -0.483 -3.667
H 4.252 1.361 -4.078
H 3.562 2.440 -2.863
H 4.803 1.292 -2.391
H 2.784 0.952 -0.621
H 0.908 -0.592 -0.072
H 0.574 -3.410 1.316
H 1.544 -5.898 1.529
H 2.367 -7.947 -0.175
H 1.202 -7.872 -1.534
H 2.858 -7.259 -1.728
H -4.638 -2.167 -1.066
H -3.686 -3.288 -0.069
H -3.677 -1.542 0.291
H -3.715 -0.587 -2.488
H -2.397 0.096 -1.482
H -2.011 -0.663 -3.047
H -3.820 -4.654 -2.111
H -2.355 -5.352 -2.825
H -2.335 -4.857 -1.106
H -4.015 -3.012 -3.884
H -2.576 -2.098 -4.425
H -2.615 -3.862 -4.577
H 0.924 -2.068 -4.095
H 2.695 -0.444 -4.699
C -1.674 3.126 6.597
N -0.987 3.202 5.315
C 0.358 3.186 5.142
C 0.678 3.439 3.770
C 1.950 3.305 3.186
C 2.322 3.777 1.861
C 1.848 3.173 0.667
C 2.289 3.612 -0.585
C 3.163 4.709 -0.683
C 3.618 5.338 0.488
C 3.241 4.859 1.743
C -0.619 3.702 3.124
C -1.008 4.175 1.882
C -2.389 4.274 1.595
C -3.367 3.906 2.533
C -2.989 3.535 3.832
C -1.626 3.461 4.091
H -2.757 3.051 6.434
H -1.365 2.248 7.177
H -1.460 4.019 7.204
H 1.054 3.043 5.964
H 2.786 2.978 3.847
H 1.156 2.326 0.767
H 1.946 3.098 -1.487
H 3.514 5.049 -1.660
H 4.291 6.192 0.416
H 3.641 5.312 2.653
H -0.247 4.500 1.171
H -2.699 4.630 0.614
H -4.424 3.920 2.266
H -3.724 3.297 4.597
```

---

(4)
A molecular structure, C39H32Cl5N5O2Sr. Source: OMol25; level of theory: wB97M-V/def2-TZVPD.

Calculated values
LUMO (eV): -0.94
Spin multiplicity: 1
Energy (eV): -115952.53622
HOMO-LUMO gap (eV): 6.3

The geometry in XYZ format:
```
84
C39H32Cl5N5O2Sr (wB97M-V/def2-TZVPD)
Sr 0.976 -0.527 -1.301
C 5.614 5.672 -0.455
C 4.575 4.590 -0.289
C 3.819 4.456 0.831
C 2.792 3.470 0.963
C 2.103 3.447 2.182
N 0.913 2.981 2.464
C -0.168 2.615 1.526
C -1.514 2.555 2.264
C -2.396 1.395 1.798
N -1.673 0.131 1.879
C -1.388 -0.513 2.963
C -0.417 -1.530 3.002
C -0.331 -2.420 4.091
C 0.574 -3.446 4.129
C 0.662 -4.405 5.294
C 1.424 -3.579 3.004
C 1.407 -2.729 1.924
C 2.369 -2.866 0.827
N 2.264 -2.143 -0.216
C 3.271 -2.033 -1.271
C 2.568 -1.883 -2.667
C 2.805 -0.468 -3.314
N 2.679 0.597 -2.305
C 3.466 1.593 -2.289
C 3.455 2.608 -1.233
C 4.366 3.622 -1.310
C 2.577 2.479 -0.067
O 1.768 1.542 0.072
C 0.498 -1.595 1.913
O 0.543 -0.694 1.056
H 5.517 6.432 0.321
H 5.517 6.172 -1.421
H 6.629 5.267 -0.400
H 3.966 5.156 1.651
H 2.599 3.900 3.037
H 0.672 2.969 3.442
H 0.079 1.683 1.042
H -0.165 3.378 0.752
H -2.079 3.480 2.141
H -1.336 2.439 3.343
H -2.669 1.514 0.751
H -3.310 1.353 2.388
H -1.254 -0.222 0.997
H -1.932 -0.240 3.869
H -1.033 -2.300 4.915
H 0.060 -4.058 6.134
H 1.689 -4.512 5.647
H 0.305 -5.403 5.025
H 2.135 -4.406 2.993
H 3.209 -3.559 0.968
H 4.003 -2.844 -1.272
H 3.820 -1.100 -1.067
H 1.493 -2.088 -2.563
H 2.930 -2.629 -3.365
H 2.063 -0.303 -4.100
H 3.786 -0.451 -3.790
H 4.247 1.705 -3.051
H 4.995 3.670 -2.199
Cl -0.296 -1.545 -4.560
C -1.169 -0.021 -4.179
C -0.730 0.699 -3.094
C -1.481 1.822 -2.844
Cl -1.047 2.822 -1.419
C -2.580 2.230 -3.590
Cl -3.464 3.673 -3.195
C -2.982 1.451 -4.675
Cl -4.351 1.910 -5.625
C -2.267 0.294 -4.975
Cl -2.771 -0.710 -6.297
N -8.683 -4.800 -0.205
C -7.678 -4.248 -0.303
C -6.404 -3.556 -0.419
C -5.499 -3.903 -1.420
C -4.286 -3.247 -1.521
C -3.937 -2.227 -0.622
C -4.864 -1.887 0.371
C -6.078 -2.540 0.475
C -2.668 -1.567 -0.699
C -1.569 -1.002 -0.765
H -5.756 -4.692 -2.116
H -3.584 -3.512 -2.300
H -4.614 -1.096 1.068
H -6.783 -2.271 1.252
```

---

(5)
3 unconnected molecules or ions with the total composition C33H62B3BrN4O11P. Source: OMol25; level of theory: wB97M-V/def2-TZVPD.

Calculated values
LUMO (spin up / spin down) (eV): 1.59 / 0.99
Spin multiplicity: 3
Net charge: -1
Energy (eV): -145077.74179
HOMO-LUMO gap (spin up / spin down) (eV): 7.0 / 6.4
<S²>: 2.008

The geometry in XYZ format:
```
115
C33H62B3BrN4O11P (wB97M-V/def2-TZVPD)
C -5.785 0.583 -1.712
C -5.871 -0.899 -2.111
N -4.566 -1.548 -1.985
C -4.627 -3.006 -2.295
C -4.083 -3.918 -1.216
C -4.174 -5.409 -1.591
P -5.876 -6.073 -1.531
O -6.957 -5.106 -1.808
O -6.113 -6.695 -0.076
O -5.915 -7.243 -2.604
O -3.771 -5.540 -2.939
B -2.323 -5.551 -3.011
Br -1.359 -3.751 -3.395
C -1.682 -6.610 -4.037
C -0.350 -6.935 -4.021
C 0.210 -7.856 -4.850
N -0.510 -8.522 -5.756
C -1.785 -8.188 -5.793
C -2.417 -7.272 -4.995
O -1.930 -5.884 -1.620
C -3.049 -6.259 -0.847
C -2.992 -5.839 0.653
B -2.745 -6.997 1.700
O -3.816 -7.445 2.440
O -1.507 -7.587 1.960
B -3.087 -7.863 -0.963
C -1.727 -8.636 -1.192
O -4.239 -8.627 -0.823
C -3.957 -1.249 -0.722
C -2.502 -0.850 -0.797
O -4.547 -1.283 0.348
H -6.579 1.143 -2.205
H -4.842 1.025 -2.035
H -5.881 0.714 -0.640
H -6.130 -0.902 -3.167
H -6.642 -1.360 -1.487
H -5.680 -3.263 -2.428
H -4.164 -3.182 -3.258
H -4.666 -3.777 -0.303
H -3.044 -3.728 -0.958
H -6.933 -6.330 0.273
H -6.841 -7.432 -2.787
H 0.285 -6.434 -3.300
H 1.265 -8.079 -4.758
H -2.398 -8.716 -6.523
H -3.474 -7.080 -5.087
H -2.207 -5.084 0.756
H -3.908 -5.347 0.970
H -3.481 -7.746 3.292
H -0.918 -6.980 2.415
H -1.759 -9.636 -0.749
H -1.523 -8.774 -2.253
H -0.898 -8.105 -0.732
H -4.134 -9.194 -0.052
H -2.268 -0.495 -1.794
H -2.273 -0.042 -0.103
H -1.851 -1.683 -0.538
C 0.928 4.588 1.367
C 1.096 3.179 0.759
C 2.521 2.994 0.226
C 2.781 3.720 -1.088
C 1.746 3.300 -2.129
C 0.307 3.509 -1.653
N 0.065 2.929 -0.294
O -0.102 1.649 -0.420
C -0.003 5.022 -1.675
C -0.653 2.904 -2.675
C 0.923 2.237 1.948
H 1.863 4.920 1.820
H 0.630 5.357 0.662
H 0.166 4.588 2.148
H 2.714 1.926 0.073
H 3.237 3.325 0.981
H 2.766 4.804 -0.934
H 3.783 3.476 -1.450
H 1.907 3.855 -3.056
H 1.902 2.244 -2.371
H -0.941 5.236 -1.160
H -0.110 5.368 -2.704
H 0.784 5.635 -1.239
H -0.458 1.849 -2.854
H -0.544 3.416 -3.631
H -1.690 3.012 -2.352
H -0.099 2.267 2.329
H 1.593 2.547 2.751
H 1.164 1.204 1.700
C 6.987 4.898 4.603
C 6.230 5.308 3.319
C 7.049 6.319 2.509
C 7.046 7.724 3.101
C 5.610 8.205 3.289
C 4.767 7.246 4.131
N 4.869 5.829 3.656
O 4.103 5.685 2.620
C 5.204 7.370 5.607
C 3.313 7.714 4.120
C 6.149 4.018 2.506
H 8.064 4.893 4.427
H 6.810 5.540 5.459
H 6.701 3.893 4.915
H 6.650 6.374 1.491
H 8.075 5.961 2.412
H 7.592 7.740 4.049
H 7.574 8.405 2.431
H 5.609 9.193 3.755
H 5.150 8.329 2.303
H 4.774 6.570 6.211
H 4.856 8.316 6.023
H 6.284 7.370 5.743
H 2.911 7.796 3.112
H 3.241 8.702 4.574
H 2.677 7.035 4.690
H 5.513 3.281 2.997
H 7.147 3.590 2.408
H 5.766 4.183 1.499
```

---

(6)
A molecular structure, C10H24N4Sr. Source: OMol25; level of theory: wB97M-V/def2-TZVPD.

Calculated values
LUMO (eV): -6.70
Spin multiplicity: 1
ΔE to the lowest compared entry with this formula, charge and spin (kcal/mol): 0.00
Net charge: +2
Energy (eV): -17543.47710
HOMO-LUMO gap (eV): 10.2

The geometry in XYZ format:
```
39
C10H24N4Sr (wB97M-V/def2-TZVPD)
Sr -0.192 0.706 -1.521
C -3.089 -0.594 0.335
C -2.233 0.301 1.235
N -1.508 1.377 0.498
C -0.615 2.155 1.402
C 0.370 3.019 0.623
N 1.327 2.200 -0.179
C 2.417 1.617 0.662
C 3.135 0.428 0.024
C 2.400 -0.914 0.087
N 1.441 -1.128 -1.035
C 0.681 -2.400 -0.875
C -0.519 -2.469 -1.810
N -1.539 -1.423 -1.498
C -2.372 -1.780 -0.310
H -3.602 0.005 -0.426
H -3.888 -1.006 0.952
H -1.481 -0.302 1.748
H -2.854 0.746 2.014
H -2.226 2.023 0.168
H -0.079 1.442 2.027
H -1.190 2.792 2.076
H 0.898 3.674 1.319
H -0.178 3.673 -0.063
H 1.788 2.842 -0.821
H 1.983 1.299 1.610
H 3.138 2.399 0.903
H 4.078 0.306 0.557
H 3.422 0.660 -1.008
H 1.830 -0.979 1.016
H 3.122 -1.732 0.111
H 2.010 -1.231 -1.875
H 0.356 -2.458 0.163
H 1.320 -3.267 -1.051
H -0.953 -3.470 -1.760
H -0.189 -2.325 -2.843
H -2.181 -1.400 -2.288
H -1.726 -2.246 0.433
H -3.100 -2.539 -0.600
```

---

(7)
A molecular structure, C15H17N2OPRhSSe2. Source: OMol25; level of theory: wB97M-V/def2-TZVPD.

Calculated values
LUMO (spin up / spin down) (eV): -3.23 / -5.83
Spin multiplicity: 5
Net charge: +1
Energy (eV): -174677.33320
HOMO-LUMO gap (spin up / spin down) (eV): 7.8 / 5.6
<S²>: 6.034

The geometry in XYZ format:
```
40
C15H17N2OPRhSSe2 (wB97M-V/def2-TZVPD)
Rh 1.272 0.439 1.138
Se 1.577 0.263 -1.340
P -0.420 -0.117 -0.487
Se 0.744 -0.694 3.076
C -0.748 -1.894 -0.729
C -0.737 -2.772 0.345
C -0.941 -4.123 0.124
C -1.165 -4.588 -1.162
C -1.177 -3.708 -2.233
C -0.976 -2.358 -2.022
C -1.660 0.675 -1.548
C -2.944 0.131 -1.544
C -3.914 0.675 -2.362
C -3.614 1.766 -3.166
C -2.348 2.332 -3.135
C -1.370 1.798 -2.316
H -0.567 -2.398 1.349
H -0.921 -4.807 0.958
H -1.318 -5.643 -1.334
H -1.348 -4.068 -3.237
H -0.974 -1.668 -2.853
H -3.164 -0.722 -0.916
H -4.902 0.241 -2.378
H -4.377 2.188 -3.803
H -2.122 3.190 -3.751
H -0.379 2.236 -2.297
N 2.627 4.251 3.019
C 1.728 3.273 3.033
N 1.453 2.646 4.170
S 0.884 2.917 1.593
H 3.184 4.472 3.830
H 2.837 4.720 2.153
H 1.936 2.868 5.028
H 0.748 1.926 4.200
C 3.923 -0.991 1.251
C 3.204 0.236 1.695
O 3.631 1.184 2.277
H 4.855 -1.088 1.810
H 4.166 -0.896 0.190
H 3.318 -1.891 1.374
```